<A>
17
Properties=species:S:1:pos:R:3:nbo_charge:R:1 method="wB97M-V/def2-TZVPD" homo_energy_ev="-6.84 / -6.84" charge=0
N -0.433 1.713 -0.472 -0.9608
N -0.029 -0.437 -2.680 -0.6449
C -0.512 0.378 -0.254 0.0514
C 1.469 -0.040 1.394 -0.6373
C -1.564 -0.350 0.564 -0.6372
C -0.445 0.051 -1.656 0.7100
C 1.112 -0.383 -0.031 -0.3735
H 0.867 -0.590 2.117 0.1993
H -1.405 -0.109 1.615 0.2279
H -1.107 2.200 0.112 0.3367
H -0.548 -0.381 -3.553 0.4329
H -2.558 -0.017 0.264 0.2236
H 1.336 1.031 1.554 0.2315
H 1.780 0.102 -0.739 0.2123
H 2.519 -0.286 1.572 0.2189
H -1.509 -1.433 0.428 0.2180
H 1.028 -1.450 -0.235 0.1912


<B>
17
Properties=species:S:1:pos:R:3:nbo_charge:R:1 method="wB97M-V/def2-TZVPD" homo_energy_ev=-8.15 smiles="C=CNC.C#CN" charge=0
N 0.874 0.905 0.196 -0.6268
N -2.022 -0.559 -1.402 -0.8837
C 1.001 -1.514 0.985 -0.5016
C 0.674 -0.243 1.217 0.0152
C -1.975 0.289 -0.308 0.1902
C 1.980 0.753 -0.734 -0.4210
C -2.806 0.580 0.610 -0.3064
H 0.989 1.762 0.724 0.3610
H -2.454 -1.446 -1.173 0.3862
H 0.541 0.178 2.202 0.1941
H 2.768 0.077 -0.382 0.1801
H 2.504 1.701 -0.852 0.1979
H 0.739 -2.235 1.742 0.2103
H 1.390 -1.855 0.040 0.2048
H -2.499 -0.175 -2.208 0.3836
H -3.329 1.409 1.033 0.2227
H 1.623 0.374 -1.692 0.1932


Each structure's energy above the most stable one, in eV: <A> 0.000; <B> 0.378.


<A>
20
Properties=species:S:1:pos:R:3:nbo_charge:R:1 method="wB97M-V/def2-TZVPD" homo_energy_ev="1.09 / -5.66" charge=-1 spin_multiplicity=2
S 0.649 0.483 -3.423 -0.1626
O 1.617 1.672 4.849 -1.1260
N -0.379 -0.823 0.415 -0.6921
C -0.091 1.491 -0.447 -0.7518
C 0.330 -0.570 -1.911 -0.5843
C -1.157 -2.041 0.303 -0.4828
C -0.517 0.067 -0.735 -0.0787
H -1.539 0.040 -1.118 0.1737
H -1.032 -2.594 1.227 0.1958
H -0.228 -1.362 -2.394 0.2037
H -0.731 1.923 0.329 0.2105
H 1.270 -0.850 -1.441 0.1922
H -0.245 1.391 -3.058 0.1039
H 0.609 -1.049 0.494 0.3056
H -0.869 -2.720 -0.521 0.1512
H 0.888 1.547 0.008 0.1859
H -2.216 -1.846 0.130 0.1791
H 1.248 1.733 3.953 0.3913
H 2.523 1.388 4.666 0.3958
H -0.130 2.119 -1.325 0.1896


<B>
20
Properties=species:S:1:pos:R:3:nbo_charge:R:1 method="wB97M-V/def2-TZVPD" homo_energy_ev="1.14 / -5.60" charge=-1 spin_multiplicity=2
S 2.079 -0.373 1.920 -0.2599
O -0.835 -4.463 -3.309 -1.1802
N -0.017 1.636 -0.646 -0.6460
C 0.693 1.735 0.699 -0.2245
C 0.430 0.456 1.767 -0.5743
C -2.414 0.745 -0.974 -0.8278
C -1.437 1.846 -0.583 -0.2454
H -1.111 -5.213 -2.922 0.4102
H -1.837 2.276 0.386 0.1643
H 0.160 0.697 2.723 0.1963
H -1.525 -4.160 -3.772 0.3971
H 2.035 -1.227 1.026 0.0739
H 0.118 0.606 -0.983 0.3437
H 0.180 2.458 1.300 0.1750
H -1.912 -0.244 -1.174 0.1838
H -2.786 0.996 -1.972 0.2036
H -0.376 -0.083 1.348 0.2134
H -3.316 0.700 -0.234 0.2022
H -1.480 2.658 -1.293 0.1810
H 1.754 2.064 0.383 0.2137


Each structure's energy above the most stable one, in eV: <A> 0.000; <B> 2.093.


<A>
29
Properties=species:S:1:pos:R:3:nbo_charge:R:1 method="wB97M-V/def2-TZVPD" homo_energy_ev=-7.86 smiles="C=C/C=C/C(=C)CC.O.O.O" charge=0
O 0.903 0.516 -2.423 -0.9694
O 0.756 3.184 -1.597 -0.9285
O -1.296 -0.856 -3.015 -0.9590
C 1.404 -1.903 0.437 -0.3678
C 0.123 -0.032 1.296 -0.1822
C 1.198 0.500 1.888 -0.2122
C 0.241 -1.322 0.517 -0.0379
C 1.289 1.798 2.360 -0.2305
C -2.010 -2.037 1.204 -0.6299
C -0.998 -1.960 -0.004 -0.4440
C 0.591 2.722 1.597 -0.3614
H 1.917 2.050 3.173 0.2114
H 2.298 -1.340 0.899 0.1737
H 0.897 3.316 -2.549 0.4594
H 1.663 -2.954 0.130 0.2033
H 1.555 2.759 -1.397 0.4763
H -2.775 -2.811 1.172 0.2153
H -2.611 -1.087 1.299 0.2030
H 0.492 -0.288 -2.842 0.4964
H -1.757 -0.108 -3.652 0.4877
H -1.397 -1.428 -0.919 0.2180
H -0.917 0.229 1.456 0.2082
H 0.445 3.732 2.120 0.1814
H -0.850 -2.916 -0.576 0.2149
H 2.059 -0.112 1.821 0.1907
H 0.402 1.277 -2.652 0.4622
H 0.017 2.592 0.720 0.2149
H -1.612 -2.120 2.245 0.2217
H -2.028 -1.402 -2.706 0.4841


<B>
29
Properties=species:S:1:pos:R:3:nbo_charge:R:1 method="wB97M-V/def2-TZVPD" homo_energy_ev=-8.62 smiles="C=C/C=C/C(=C)CC.O.O.O" charge=0
O -2.026 2.647 -1.722 -0.9579
O -2.717 0.165 -2.803 -0.9851
O -1.542 -1.801 -1.165 -0.9555
C 0.779 -2.195 2.098 -0.6127
C 1.574 0.398 0.392 -0.1562
C 1.982 -0.995 0.179 -0.0267
C 1.062 -2.125 0.587 -0.4635
C 0.005 2.184 1.072 -0.1907
C -1.226 2.640 1.213 -0.4477
C 3.030 -1.234 -0.590 -0.3550
C 0.379 0.787 0.861 -0.2548
H -1.078 2.763 -1.826 0.4871
H 3.384 -2.228 -0.861 0.1946
H -0.242 -1.928 2.341 0.2047
H -1.967 -1.615 -2.019 0.4955
H 3.795 -0.513 -0.876 0.1912
H 0.948 -3.193 2.511 0.2138
H 0.864 2.831 1.210 0.2064
H 2.314 1.182 0.243 0.1988
H -1.384 -0.881 -0.914 0.4622
H -0.340 0.023 1.142 0.2068
H -2.410 0.325 -3.702 0.4678
H -2.106 2.023 1.305 0.1962
H 1.618 -3.023 0.325 0.2114
H -2.511 1.007 -2.352 0.4991
H 1.439 -1.549 2.695 0.2073
H -2.248 2.745 -0.787 0.4933
H -1.513 3.671 1.428 0.2082
H 0.140 -2.110 0.016 0.2614


Each structure's energy above the most stable one, in eV: <A> 2.337; <B> 0.000.


<A>
72
Properties=species:S:1:pos:R:3:lowdin_charge:R:1 method="wB97M-V/def2-TZVPD" homo_energy_ev=-7.23 charge=0
O 0.839 4.630 -2.093 -0.0552
O -0.249 -2.155 -0.293 -0.2827
O -1.369 -0.490 -4.281 -0.0743
O -1.857 1.630 -1.053 -0.0646
O 3.834 -2.488 2.859 -0.1683
O -3.391 2.316 2.614 -0.0361
N 2.142 -0.534 1.383 -0.0222
C -0.174 2.675 -2.790 -0.1058
C -3.545 1.136 3.403 -0.4741
C 2.523 -0.471 2.781 -0.1902
C -3.053 1.291 4.883 -0.0414
C -1.297 -1.459 -2.093 -0.1011
C 2.248 3.087 -3.375 -0.0549
C 0.040 0.453 -1.551 -0.1014
C 0.961 -2.827 -0.658 -0.0641
C -1.094 0.564 -0.507 -0.3773
C -0.695 1.166 0.916 -0.0927
C 0.747 -0.194 1.178 -0.2981
C 0.860 3.665 -3.175 -0.4573
C -0.261 -1.418 0.970 -0.0542
C 3.901 -1.111 3.020 -0.2489
C 5.137 -3.101 2.652 -0.0914
C -2.921 -0.022 2.668 -0.0628
C -2.004 -1.549 -3.552 -0.3700
C -1.606 -2.904 -4.183 -0.0642
H -1.272 -1.100 1.225 0.1002
H 0.739 -0.332 -1.262 0.0922
H 5.447 -3.246 1.617 0.0768
H 1.786 -2.123 -0.549 0.0797
H -0.014 0.398 1.284 -0.2153
H 3.060 3.813 -3.423 0.0727
H -1.648 -2.323 -1.529 0.1092
H -0.207 2.322 -1.760 0.0339
H -2.288 2.193 -0.406 0.1033
H -1.558 1.229 1.578 0.0576
H 0.705 0.420 0.279 0.0991
H -2.694 2.299 5.092 0.0693
H -0.064 2.039 0.749 0.1499
H -1.137 3.183 -2.842 0.1053
H -2.781 -0.877 3.329 0.0970
H -1.455 -0.720 -5.209 0.0801
H -1.712 -0.324 -0.380 0.1050
H 2.563 2.516 -2.502 0.0758
H 2.478 0.611 2.899 0.1239
H -0.533 -3.062 -4.287 0.0807
H -0.019 1.852 -3.489 0.0980
H -4.035 2.897 3.026 0.0904
H -0.212 -1.408 -2.183 0.0683
H 4.402 -0.843 3.950 0.1209
H -0.078 -2.166 1.741 0.1373
H 2.238 -1.516 1.169 0.0680
H 1.774 -0.965 3.399 0.1185
H -1.897 -3.642 -3.436 0.0690
H 0.896 -3.136 -1.701 0.0959
H -3.079 -1.373 -3.536 0.1310
H -1.714 -0.586 -1.591 0.0384
H -2.213 -3.082 -5.071 0.0709
H 4.557 -0.677 2.265 0.1173
H -3.933 1.064 5.484 0.0765
H -0.308 0.304 -2.573 0.0726
H 0.509 0.614 1.869 0.1609
H -4.568 0.833 3.628 0.1204
H 5.314 -4.090 3.076 0.0827
H -2.072 0.829 4.993 0.0733
H -1.962 0.229 2.215 0.0216
H 1.278 -3.700 -0.088 0.0960
H 2.463 2.472 -4.249 0.0788
H 0.587 1.394 -1.478 0.0751
H 6.022 -2.503 2.870 0.0790
H 0.615 4.225 -4.078 0.1315
H -3.658 -0.275 1.906 0.1021
H -0.034 4.442 -1.741 0.0623


<B>
72
Properties=species:S:1:pos:R:3:lowdin_charge:R:1 method="wB97M-V/def2-TZVPD" homo_energy_ev=-8.13 smiles=CC1(C)CCCC(C)(C)N1O.CC(C)O.CC(C)O.CC(C)O.O.O charge=0
O 0.749 5.909 -1.898 -0.0547
O 3.017 -3.368 -1.484 -0.0526
O 1.831 0.712 1.250 -0.0617
O 2.336 1.149 4.117 -0.0370
O 1.195 -1.714 4.303 -0.0659
O -0.455 -0.758 1.843 -0.0538
N -1.812 -0.735 1.411 -0.0754
C -2.250 -2.137 1.088 -0.4905
C 0.052 4.743 -2.338 -0.4749
C 3.115 0.736 0.659 -0.4626
C 0.858 3.511 -1.906 -0.0808
C -1.307 -2.829 0.103 -0.0542
C -2.027 0.381 0.477 -0.5096
C 3.706 2.162 0.837 -0.0363
C -3.482 0.376 0.032 -0.1474
C -1.080 0.359 -0.754 -0.0085
C 1.637 -3.080 -1.676 -0.4940
C -1.806 1.671 1.273 -0.0233
C -3.896 -0.977 -0.521 -0.1832
C 0.853 -4.377 -1.880 -0.0612
C -3.647 -2.126 0.465 -0.1291
C -1.358 4.672 -1.737 -0.0488
C 1.485 -2.141 -2.882 -0.0415
C 3.017 0.351 -0.791 -0.0447
C -2.204 -2.855 2.439 -0.0255
H -3.362 -1.135 -1.465 0.1060
H 1.279 -2.547 -0.787 0.1022
H 0.805 3.465 -0.812 0.0783
H 3.127 -3.850 -0.660 0.0927
H 0.508 2.628 -2.441 0.0759
H 3.210 1.529 3.958 0.0555
H -2.104 5.215 -2.304 0.0764
H -1.610 3.604 -1.712 0.0609
H -1.204 -2.994 2.845 0.0738
H -0.412 1.225 -0.741 0.0515
H -4.951 -1.011 -0.804 0.1121
H 3.888 0.599 -1.400 0.0944
H 2.162 0.829 -1.276 0.0678
H -4.399 -2.067 1.258 0.1203
H -1.440 -3.914 0.166 0.0898
H -0.773 1.764 1.604 0.0726
H -2.748 -2.282 3.188 0.0898
H 3.805 0.037 1.147 0.1401
H -1.290 4.915 -0.675 0.0806
H 0.045 -0.269 1.161 0.0530
H 2.123 -2.509 -3.684 0.0889
H 1.409 -5.164 -2.381 0.0821
H -3.643 1.095 -0.774 0.1197
H -0.098 -4.192 -2.385 0.0719
H -2.640 -3.843 2.263 0.0885
H 1.854 0.882 2.199 0.0499
H -2.426 1.595 2.168 0.0913
H -0.275 -2.642 0.412 0.0682
H -2.107 2.521 0.660 0.0786
H 0.967 5.808 -0.967 0.0814
H 4.776 2.163 0.615 0.0815
H 0.452 -2.180 -3.241 0.0735
H -1.395 -2.558 -0.949 0.0794
H 1.699 -0.895 4.244 -0.0121
H 3.550 2.448 1.877 0.0573
H -0.014 4.743 -3.425 0.1357
H 2.937 -0.732 -0.896 0.0584
H -4.130 0.626 0.878 0.1250
H 0.547 -4.770 -0.902 0.0685
H 2.117 1.398 5.023 0.0719
H -3.861 -3.016 -0.130 0.1204
H -0.484 -0.550 -0.795 0.0641
H -1.630 0.560 -1.676 0.0875
H 0.447 -1.567 3.708 -0.0011
H 1.602 -1.093 -2.621 0.0481
H 1.929 3.587 -2.108 0.0785
H 3.230 2.911 0.205 0.0666


Each structure's energy above the most stable one, in eV: <A> 19.855; <B> 0.000.